The following is a DFT calculation (wB97M-V/def2-TZVPD) of C15H18N3O7SeZr as an isolated structure.

```
45
Properties=species:S:1:pos:R:3:forces:R:3:nbo_charge:R:1
Zr -0.381357 -0.214251 -0.897484 0.3 0.0 -0.8 2.130
O -0.681978 1.906412 2.613260 0.2 0.0 -0.1 -0.487
C -1.058893 1.428210 1.594308 -0.3 0.1 0.2 0.808
O -0.225989 1.071971 0.574423 -0.1 -0.2 0.0 -0.884
C -2.519784 1.167210 1.252097 0.2 0.0 -0.3 -0.340
C -2.822455 1.618544 -0.198544 -0.1 0.1 0.2 0.095
C -4.314376 1.792642 -0.400801 0.0 -0.1 -0.1 -0.427
C -4.817080 0.331569 -0.308727 0.0 0.1 0.0 -0.438
C -3.520749 -0.462447 -0.203137 -0.1 0.0 0.2 0.109
O -2.553956 0.374441 -0.958187 0.0 0.0 0.2 -0.615
C -2.901943 -0.366742 1.191501 0.1 0.1 -0.1 -0.358
C -1.662384 -1.266814 1.286215 -0.3 0.0 0.1 0.775
O -1.277574 -1.793136 0.120147 0.3 0.4 0.1 -0.847
O -1.046208 -1.392786 2.315540 0.1 -0.1 -0.1 -0.573
H -3.125847 1.702058 1.976925 0.0 0.0 0.0 0.266
H -2.194051 2.413257 -0.589353 0.1 0.0 0.0 0.251
H -4.513348 2.217591 -1.382336 0.0 0.0 0.0 0.240
H -4.746044 2.448272 0.352186 0.0 0.0 0.0 0.239
H -5.380598 0.046055 -1.193358 0.0 0.0 0.0 0.241
H -5.442541 0.155556 0.564722 0.0 0.0 0.0 0.235
H -3.539451 -1.456276 -0.632490 0.0 0.0 0.0 0.245
H -3.576126 -0.610105 2.009010 0.0 -0.1 0.0 0.276
C 2.953627 -4.442988 -1.319467 0.0 0.0 0.1 -0.280
O 1.917659 -3.651892 -1.937482 0.0 0.1 -0.1 -0.431
C 1.511163 -2.541689 -1.398241 0.0 -0.2 0.1 0.942
O 0.625748 -1.877564 -1.961900 -0.1 0.2 0.3 -0.690
N 2.054507 -2.122688 -0.236045 0.1 0.0 0.0 -0.462
N 1.507497 -0.966492 0.335055 0.0 0.0 0.0 -0.681
H 3.104695 -5.284619 -1.983953 0.0 0.0 0.0 0.243
H 2.622942 -4.802507 -0.344786 0.0 0.0 0.0 0.199
H 3.876580 -3.868165 -1.243583 0.0 0.0 0.0 0.200
H 2.712751 -2.672705 0.291265 0.0 0.0 0.0 0.422
H 2.215283 -0.241220 0.430570 0.0 0.0 0.0 0.418
H 1.102309 -1.167988 1.255040 0.0 -0.1 0.0 0.437
Se 0.450437 1.408555 -2.759517 -0.2 -0.1 0.1 -0.121
C 0.013008 0.460562 -4.371592 0.1 0.1 0.1 -0.126
C -0.928750 -0.555375 -4.410029 0.1 0.0 0.0 -0.277
C -1.199299 -1.168008 -5.624038 0.0 0.0 0.0 0.052
N -0.609413 -0.823190 -6.763148 0.0 0.0 0.0 -0.398
C 0.287360 0.159526 -6.716779 0.0 -0.1 0.0 0.058
C 0.635610 0.831544 -5.554049 0.0 0.0 0.1 -0.277
H -1.445367 -0.891324 -3.517300 -0.1 0.0 0.0 0.187
H -1.927567 -1.969318 -5.683046 0.0 0.0 0.0 0.202
H 0.751082 0.424434 -7.659892 0.0 0.0 0.0 0.207
H 1.368072 1.626881 -5.562600 0.0 0.0 -0.1 0.235
```
Forces are in eV/Å.

Properties
LUMO, eV: -3.44
Highest occupied orbital energy, Ha: -0.4224
Electronic energy, eV: -101274.81782
Relative energy (zero: lowest compared OMol25 entry of this formula, charge and spin), eV: 0.275
Total charge: +1
Orbital gap, Eh: 0.296



The following is a DFT calculation (wB97M-V/def2-TZVPD) of C15H18N4O3S2 as an isolated structure in a non-equilibrium geometry.

```
42
Properties=species:S:1:pos:R:3:forces:R:3:nbo_charge:R:1
O -0.084559 -0.848882 1.963362 -5.0 1.5 0.3 -0.681
C -1.343453 -0.525003 1.962057 0.7 -3.0 -3.8 0.699
N -2.173131 -0.648518 0.832122 12.4 -3.0 -1.5 -0.604
H -3.000500 -0.340151 0.755231 -7.6 3.2 -0.1 0.363
C -1.374784 -0.772453 -0.632363 -0.5 -7.4 2.6 -0.041
C -2.075072 -2.166854 -1.286902 -5.4 6.2 2.1 -0.377
H -2.589761 -2.810173 -0.545097 0.0 0.7 -0.3 0.204
H -1.516938 -2.761007 -1.793339 4.5 -3.5 -3.2 0.175
C -3.057101 -1.467119 -2.478812 0.9 0.5 6.1 -0.402
H -3.229364 -2.148709 -3.152756 -1.0 -3.9 -3.8 0.196
H -4.090628 -1.248051 -2.026959 1.6 0.5 -0.6 0.197
C -2.209132 -0.376265 -2.989445 5.5 -1.2 5.0 -0.392
H -1.201131 -0.556734 -3.487316 -1.9 -0.6 -0.1 0.220
H -2.719235 0.331737 -3.387602 -3.1 4.6 -3.4 0.202
C -1.602155 0.312551 -1.613618 8.5 -5.1 -4.6 -0.430
H -2.155121 0.840965 -1.105381 -6.0 6.6 4.1 0.185
H -0.464370 0.782648 -1.611672 -3.3 -0.5 -1.0 0.248
H -0.323052 -1.297974 -0.360013 -2.3 2.5 -0.4 0.267
C -2.252230 -0.168814 3.124942 12.6 -1.7 0.9 -0.592
H -3.084476 0.021430 2.872356 -11.1 3.3 -3.2 0.194
H -2.167232 -0.994263 3.686536 -0.4 -3.2 2.4 0.250
S -1.187097 0.907131 3.951560 0.7 2.5 2.3 0.362
C -0.694084 1.788483 2.549754 3.0 0.3 2.2 0.259
N -1.269902 2.009751 1.518044 -4.5 2.0 -3.2 -0.330
N -0.683818 2.617436 0.379239 6.4 -2.7 6.5 -0.266
C 0.694161 2.465767 1.095225 -2.9 1.2 -3.7 0.515
O 0.849690 2.147615 2.344161 -3.9 -0.8 -0.8 -0.426
C 1.887059 2.378177 0.329081 7.2 -3.1 3.9 -0.302
N 2.400903 0.944766 -0.051951 -1.9 1.3 4.2 -0.566
C 2.147079 0.615569 -1.265913 -2.5 2.1 -8.1 0.585
O 1.889494 1.394480 -2.287657 1.2 -1.0 3.6 -0.666
C 1.994252 -0.728437 -1.618090 -0.5 -6.7 3.2 -0.356
C 1.998216 -1.884694 -0.598481 0.9 4.1 -4.3 -0.237
C 1.958865 -3.036595 -1.284543 -0.5 -7.2 3.3 -0.204
C 1.762328 -2.979483 -2.630485 -0.5 -2.1 0.7 -0.532
S 1.594146 -1.487127 -3.099256 0.6 5.7 -1.4 0.684
H 1.454206 -3.650457 -3.390212 0.2 -1.3 0.0 0.256
H 1.930695 -4.249823 -0.587075 0.2 4.1 -2.5 0.208
H 2.127130 -1.800676 0.422064 0.2 0.2 1.9 0.230
H 2.172891 0.173970 0.641613 0.5 1.6 -0.9 0.422
H 2.097290 2.962832 -0.442171 -0.1 2.4 -3.7 0.259
H 2.928329 2.518617 0.983314 -3.1 0.8 -0.7 0.227
```
Forces are in eV/Å.

Properties
LUMO, eV: -0.25
Highest occupied orbital energy, Ha: -0.3238
Electronic energy, eV: -49606.60811
Relative energy (zero: lowest compared OMol25 entry of this formula, charge and spin), eV: 14.844
Orbital gap, Eh: 0.315



The following is a DFT calculation (wB97M-V/def2-TZVPD) of one molecule with the formula C15H18N4O5.

```
42
Properties=species:S:1:pos:R:3:forces:R:3:nbo_charge:R:1
C 0.537284 -3.245711 -6.199786 -0.2 0.1 0.0 -0.608
C -0.791640 -2.766414 -5.626184 0.2 -0.1 0.2 -0.390
C -0.755382 -2.566654 -4.112411 0.0 0.2 -0.2 -0.387
C 0.165312 -1.427664 -3.680847 -0.3 -0.4 0.0 -0.508
C 0.041459 -1.157665 -2.194763 0.3 0.2 -0.1 0.677
O -0.719023 -1.713786 -1.441793 -0.2 -0.2 0.1 -0.588
N 0.905030 -0.179969 -1.763040 0.5 0.3 -0.5 -0.451
N 0.909933 0.174872 -0.462176 -0.2 0.0 0.7 -0.317
C 1.694777 1.083707 -0.025417 0.0 -0.1 -0.4 0.110
C 1.688189 1.449167 1.363170 -0.1 0.0 0.1 -0.402
C 0.833428 0.840399 2.265059 0.3 0.1 -0.5 0.650
O -0.016919 -0.106190 1.931874 0.1 0.1 0.3 -0.654
N 0.833875 1.186673 3.581082 -0.1 -0.2 0.0 -0.432
C -0.137456 0.572667 4.488058 -0.3 0.2 0.2 -0.272
C -1.507032 1.115936 4.253954 -0.3 -0.8 -0.4 0.239
C -2.561931 0.639032 3.531721 0.6 0.1 0.4 -0.279
C -3.590154 1.604549 3.653639 0.0 0.5 0.3 -0.318
C -3.080549 2.594882 4.434692 -0.8 -0.2 -0.5 0.094
O -1.822593 2.310291 4.800994 0.5 0.1 0.3 -0.393
C 1.698957 2.147281 4.101466 0.1 -0.1 -0.2 0.800
O 1.725556 2.425770 5.273556 0.0 0.1 0.3 -0.603
N 2.520711 2.731898 3.178175 0.4 0.4 0.0 -0.633
C 2.601112 2.478522 1.808934 -0.4 -0.3 0.3 0.672
O 3.384734 3.092884 1.119466 0.2 0.1 -0.2 -0.610
H 0.864780 -4.151059 -5.693504 0.1 -0.1 0.0 0.203
H 1.310837 -2.489545 -6.090222 0.1 0.0 0.0 0.196
H 0.432244 -3.466010 -7.259504 0.1 0.0 -0.1 0.212
H -1.561015 -3.506072 -5.856297 -0.1 0.1 0.0 0.205
H -1.080307 -1.830192 -6.110021 -0.1 0.0 0.0 0.192
H -0.430969 -3.488383 -3.626709 -0.1 0.0 0.1 0.207
H -1.761738 -2.347534 -3.751592 0.0 -0.1 0.1 0.221
H 1.206587 -1.667783 -3.905312 0.0 0.1 0.0 0.222
H -0.095027 -0.512994 -4.221214 0.1 0.0 0.0 0.222
H 1.539821 0.287907 -2.408763 -0.2 -0.2 0.2 0.377
H 2.398863 1.622474 -0.661661 0.0 0.0 -0.1 0.197
H 0.064576 -0.286694 0.950094 0.1 0.1 -0.1 0.539
H 0.196140 0.818792 5.498952 0.0 -0.2 -0.2 0.269
H -0.133657 -0.505716 4.325133 0.0 0.2 0.1 0.239
H -2.595782 -0.279184 2.983433 0.1 -0.2 -0.1 0.236
H -4.567649 1.562418 3.219731 -0.2 0.1 -0.1 0.230
H -3.497887 3.516450 4.788904 0.0 0.1 0.1 0.204
H 3.152505 3.438649 3.539130 -0.1 -0.1 0.0 0.433
```
Forces are in eV/Å.

Properties
LUMO, eV: 0.52
Highest occupied orbital energy, Ha: -0.3078
Electronic energy, eV: -32045.78982
Relative energy (zero: lowest compared OMol25 entry of this formula, charge and spin), eV: 0.000
Orbital gap, Eh: 0.327



The following is a DFT calculation (wB97M-V/def2-TZVPD) of one molecule with the formula C15H18N6O2S3 in a non-equilibrium geometry.

```
44
Properties=species:S:1:pos:R:3:forces:R:3:nbo_charge:R:1
C -4.473001 -0.515291 1.696407 -0.1 0.2 0.0 -0.611
C -4.985949 0.710518 0.952317 0.1 -0.2 -0.1 -0.389
C -4.464391 0.773292 -0.485480 -0.4 0.1 0.2 -0.461
C -3.006532 1.030818 -0.544834 0.6 -0.3 -1.0 0.120
N -2.322033 1.558326 0.384006 -0.8 0.2 1.1 -0.234
N -1.028161 1.697387 0.068749 0.6 0.0 -0.8 -0.271
C -0.073941 2.253561 0.972044 -0.1 -0.1 -0.1 0.626
O -0.408918 2.595144 2.079937 0.0 0.1 0.3 -0.578
C 1.240280 2.283878 0.392474 0.2 0.2 -0.3 -0.409
C 1.504477 1.769681 -0.843523 -0.3 0.3 0.5 0.250
C 2.881531 1.645081 -1.399736 0.3 -0.5 0.0 -0.569
S 3.297616 -0.139527 -1.554184 0.1 0.1 0.1 0.246
C 4.098020 -0.498639 0.053745 0.2 0.2 -0.6 -0.644
C 3.370083 0.131830 1.201284 0.1 -0.2 -0.1 0.693
O 3.816580 1.061371 1.830122 0.1 0.2 0.1 -0.580
N 2.115931 -0.350717 1.515266 0.0 0.3 0.7 -0.642
C 1.407273 -1.357878 0.931737 -1.2 -0.4 0.0 0.250
N 1.878334 -2.310506 0.207350 1.3 0.8 0.6 -0.318
N 0.957573 -3.152771 -0.232942 -0.7 -1.2 -0.8 -0.243
C -0.239077 -2.891860 0.131030 -0.3 0.6 0.5 0.080
C -1.432428 -3.692669 -0.225277 -0.3 0.0 -0.1 -0.454
C -2.459726 -2.862118 -0.992729 0.1 -0.2 0.0 -0.597
S -0.346588 -1.440157 1.137799 0.7 -0.4 -0.4 0.280
N 0.531897 1.258372 -1.642023 -0.2 -0.2 -0.6 -0.525
C -0.663797 1.248386 -1.169410 0.3 0.0 -0.1 0.280
S -2.059286 0.626141 -1.996833 -0.2 0.2 0.4 0.375
H -3.388727 -0.490306 1.769732 0.1 -0.1 0.1 0.211
H -4.773162 -1.429719 1.187841 0.0 -0.1 0.0 0.196
H -4.877961 -0.537072 2.704301 0.0 -0.1 0.1 0.220
H -4.673696 1.611040 1.479966 -0.1 0.1 0.0 0.225
H -6.076446 0.687653 0.921213 0.0 0.1 0.0 0.209
H -4.969573 1.580367 -1.025479 0.0 -0.1 -0.1 0.241
H -4.681942 -0.157191 -1.015713 0.0 0.0 0.0 0.223
H 2.023831 2.695322 1.008800 0.1 0.0 0.1 0.255
H 3.629103 2.134098 -0.780323 0.0 0.1 -0.1 0.242
H 2.915379 2.020283 -2.421320 0.0 0.1 0.1 0.253
H 5.116479 -0.110151 0.028519 -0.1 0.0 0.2 0.244
H 4.089131 -1.585103 0.120535 0.0 0.1 0.0 0.282
H 1.641003 0.183693 2.236090 0.2 0.0 -0.1 0.431
H -1.888169 -4.078776 0.690702 0.0 -0.1 -0.1 0.221
H -1.093298 -4.535167 -0.829155 0.0 0.0 0.1 0.242
H -3.317014 -3.477811 -1.251377 -0.1 0.0 0.0 0.216
H -2.800360 -2.028684 -0.382076 -0.1 0.1 0.0 0.199
H -2.023161 -2.470944 -1.908692 0.0 0.1 -0.1 0.216
```
Forces are in eV/Å.

Properties
LUMO, eV: 0.11
Highest occupied orbital energy, Ha: -0.3226
Electronic energy, eV: -61388.62920
Orbital gap, Eh: 0.327



The following is a DFT calculation (wB97M-V/def2-TZVPD) of a 2-piece molecular cluster, C15H18O overall in a non-equilibrium geometry.

```
34
Properties=species:S:1:pos:R:3:forces:R:3:nbo_charge:R:1
C 1.311096 1.667346 -1.760553 -2.2 -0.4 -2.7 -0.495
C 1.495969 1.042148 -3.200566 -2.1 0.0 -0.4 -0.581
C 1.357224 0.534666 -0.853473 -0.9 -0.7 1.6 0.210
C 0.622952 -0.734565 -0.951491 0.5 -1.1 -0.6 -0.133
C 2.137240 0.596486 0.298475 2.1 2.3 0.1 -0.160
C 1.118212 -1.894788 -0.365546 -1.6 0.5 -1.4 -0.272
C 2.665139 -0.521476 0.831160 2.3 1.2 2.2 -0.227
C 2.261256 -1.743026 0.409863 1.0 -6.3 0.1 0.429
O 2.969687 -2.949618 0.745090 -3.2 1.2 -1.6 -0.580
H 1.774057 2.644455 -1.615873 0.7 -0.7 0.6 0.269
H 0.243772 1.918030 -1.813659 -0.3 0.2 0.2 0.279
H 2.442404 0.574407 -3.268692 0.9 -0.6 -0.3 0.215
H -0.266952 -0.901725 -1.549033 0.2 0.7 -0.2 0.253
H 2.629173 1.580136 0.558064 -0.8 -1.2 -0.2 0.256
H 0.638828 -2.915080 -0.548315 0.7 1.7 0.3 0.261
H 3.496737 -0.458245 1.553754 -0.6 0.0 -0.4 0.274
H 2.416655 -3.757099 0.334427 1.8 2.6 1.3 0.511
H 1.361773 1.735044 -4.058507 0.2 -0.1 0.9 0.250
H 0.659898 0.267268 -3.352440 1.4 1.0 0.2 0.211
C -2.257352 -1.684249 0.191929 -0.3 -2.9 0.6 -0.619
C -1.903713 2.016601 2.271602 0.6 2.4 0.0 -0.207
C -1.051976 0.964322 2.559024 0.4 0.8 -0.3 -0.227
C -2.924661 1.882075 1.269038 -1.5 0.5 1.5 -0.215
C -1.173479 -0.136871 1.767657 -0.3 -2.2 -0.4 -0.202
C -3.186305 0.604080 0.755164 0.7 -0.4 0.2 -0.205
C -2.298858 -0.449736 0.968308 2.3 2.2 1.0 -0.043
H -1.504126 3.002953 2.764688 -1.8 -1.6 -1.1 0.233
H -0.209470 1.046364 3.272319 -0.7 0.1 -0.5 0.224
H -3.765260 2.659992 1.091279 2.0 -1.0 0.3 0.243
H -0.347752 -0.838576 1.756561 -0.1 -0.4 0.4 0.180
H -4.012782 0.327080 0.133055 -0.7 0.6 -0.3 0.218
H -3.268389 -2.175132 0.119619 1.1 0.0 0.5 0.246
H -1.388266 -2.408863 0.502626 -2.1 1.2 -0.1 0.203
H -2.042729 -1.494402 -0.815554 0.2 0.5 -1.7 0.198
```
Forces are in eV/Å.

Properties
LUMO (spin up / spin down), eV: -3.77 / -7.41
Highest occupied orbital energy (spin up / spin down), Ha: -0.4294 / -0.4280
Multiplicity: 2
Electronic energy, eV: -17883.94333
Relative energy (zero: lowest compared OMol25 entry of this formula, charge and spin), eV: 2.864
Total charge: +1
Orbital gap (spin up / spin down), Eh: 0.291 / 0.156



The following is a DFT calculation (wB97M-V/def2-TZVPD) of a 2-piece molecular cluster, C15H18O2 overall in a non-equilibrium geometry.

```
35
Properties=species:S:1:pos:R:3:forces:R:3:nbo_charge:R:1
C -0.802076 -3.266653 -1.939118 -0.6 -1.2 0.7 -0.609
C -0.249834 -2.111951 -1.120479 0.0 0.3 -0.8 -0.441
C -0.818007 -0.744644 -1.405453 0.5 0.3 -0.3 0.043
C -1.597246 0.001047 -0.535499 -0.2 -0.4 1.0 -0.221
C -1.933733 1.321986 -0.759877 0.3 0.4 -1.3 -0.282
C -1.401712 1.993357 -1.870603 -1.5 -0.5 0.6 0.292
O -1.835593 3.263727 -2.124926 0.5 0.4 -0.6 -0.679
C -0.653276 1.271550 -2.780663 0.1 -0.4 -0.1 -0.263
C -0.399507 -0.079729 -2.552798 -0.1 0.8 -0.5 -0.211
H -0.585800 -4.223577 -1.445431 0.2 0.2 0.2 0.208
H -0.438805 -3.468192 -2.939538 0.0 0.8 -0.4 0.210
H -1.890159 -3.226694 -1.917102 -0.1 0.1 -0.4 0.205
H -0.306814 -2.361957 -0.085355 -0.4 0.0 0.8 0.212
H 0.801845 -1.991446 -1.294469 0.7 -0.2 -0.1 0.212
H -1.920458 -0.446954 0.402214 -0.1 -0.1 -0.2 0.211
H -2.734038 1.847700 -0.255627 0.2 -0.1 0.7 0.200
H -2.641918 3.472994 -1.637979 0.3 -0.2 0.1 0.480
H -0.319865 1.649604 -3.732440 0.0 0.6 0.0 0.220
H 0.112790 -0.534905 -3.393903 0.2 -0.6 0.4 0.208
C 0.284724 2.566197 2.087053 -0.5 -0.5 0.2 -0.626
C 0.803353 1.149138 2.035755 0.8 0.9 0.5 -0.038
C 0.484736 0.214899 3.007029 -0.1 0.0 -0.9 -0.192
C 0.937788 -1.106548 2.933625 -0.7 0.7 0.1 -0.327
C 1.574611 -1.508128 1.783272 0.3 -0.1 -0.3 0.358
O 1.857972 -2.822507 1.481589 0.6 1.5 -1.1 -0.676
C 2.005004 -0.537523 0.886089 0.2 0.5 0.4 -0.288
C 1.757450 0.807021 1.070858 -0.7 -0.7 0.7 -0.178
H 1.082272 3.303232 2.071131 0.1 0.1 -0.1 0.217
H -0.328882 2.719821 2.974980 0.1 0.1 0.1 0.207
H -0.386957 2.709629 1.241966 0.1 0.3 -0.2 0.223
H -0.198987 0.517140 3.776081 -0.1 0.0 0.5 0.207
H 0.693947 -1.729931 3.772350 0.0 -0.7 0.0 0.212
H 1.527401 -3.321465 2.189988 -0.6 -1.4 1.5 0.471
H 2.629370 -0.809005 0.089041 0.8 -0.6 -1.0 0.218
H 2.332150 1.570619 0.566795 -0.4 0.0 -0.6 0.216
```
Forces are in eV/Å.

Properties
LUMO, eV: 0.80
Highest occupied orbital energy, Ha: -0.3055
Electronic energy, eV: -19941.27388
Relative energy (zero: lowest compared OMol25 entry of this formula, charge and spin), eV: 1.035
Orbital gap, Eh: 0.335